Arrangement P

# C3H12N2O

A 3-piece molecular cluster, C3H12N2O overall (ωB97M-V with the def2-TZVPD basis set, OMol25).

Geometry as ORCA input:
```
! RIJCOSX wB97M-V def2-TZVPD def2/J DEFGRID3
* xyz 0 1
C 0.241 0.752 2.219
C 1.722 0.534 -0.306
O -0.014 0.147 1.002
H 0.193 0.045 3.065
H -0.434 1.596 2.438
H 1.270 1.170 2.242
H 2.211 0.407 -1.271
H 1.497 1.565 -0.074
H 2.194 -0.026 0.486
C -0.217 -0.760 -1.681
N -1.555 -0.454 -1.438
N -2.172 -0.778 -0.222
H -1.853 0.456 -1.759
H -1.526 -0.432 0.534
H -2.213 -1.791 -0.160
H 0.086 -0.504 -2.698
H 0.029 -1.790 -1.422
H 0.542 -0.137 -0.957
*
```

Calculated values
E_HOMO (alpha / beta) ... -8.455 / -8.453 eV
LUMO energy (alpha / beta) ... -0.690 / -0.690 eV
HOMO-LUMO gap (alpha / beta) ... 7.764 / 7.763 eV

These are the natural (NBO) partial charges, in e, on atoms 1 to 2: -0.250 -0.401

Arrangement Q

# C3H12N2O

A 2-piece molecular cluster, C3H12N2O overall (ωB97M-V with the def2-TZVPD basis set, OMol25).

Geometry as ORCA input:
```
! RIJCOSX wB97M-V def2-TZVPD def2/J DEFGRID3
* xyz 0 1
C -1.865 1.089 0.938
C -1.540 0.113 -0.281
O -2.652 0.185 -1.314
H -2.519 0.482 1.674
H -2.344 1.905 0.419
H -0.954 1.583 1.500
H -0.652 0.415 -0.860
H -1.547 -0.950 0.005
H -2.749 -0.574 -1.885
N 1.618 -1.247 -0.686
C 1.575 -0.163 0.275
N 2.760 0.193 1.116
H 1.327 -2.190 -0.494
H 2.514 -1.368 -1.220
H 0.672 -0.300 0.951
H 1.403 0.807 -0.226
H 3.429 0.527 0.428
H 2.977 -0.673 1.615
*
```

Calculated values
E_HOMO ... -9.168 eV
LUMO energy ... 0.833 eV
HOMO-LUMO gap ... 10.001 eV
SMILES ... CCO.NCN

These are the natural (NBO) partial charges, in e, on atoms 1 to 2: -0.654 -0.066

Which structure is the most stable? The one labeled arrangement Q.

Arrangement P

# C3H12N2O

A 2-piece molecular cluster, C3H12N2O overall (ωB97M-V with the def2-TZVPD basis set, OMol25).

Geometry as ORCA input:
```
! RIJCOSX wB97M-V def2-TZVPD def2/J DEFGRID3
* xyz 0 1
N -1.635 1.809 -1.771
C -0.728 0.632 -1.940
C -0.450 0.023 -0.584
C 0.498 -1.211 -0.646
N 1.886 -0.692 -0.460
H -1.335 2.338 -0.957
H -1.940 2.415 -2.524
H -1.332 -0.101 -2.473
H 0.170 1.037 -2.358
H -1.424 -0.308 -0.188
H 0.238 0.742 0.003
H 0.532 -1.850 0.246
H 0.364 -1.746 -1.575
H 2.391 -0.569 -1.341
H 2.510 -1.071 0.224
O -0.258 -0.414 5.701
H 0.672 -0.595 5.909
H -0.160 -0.438 4.735
*
```

Calculated values
E_HOMO ... -8.826 eV
LUMO energy ... 0.639 eV
HOMO-LUMO gap ... 9.465 eV
SMILES ... NCCCN.O

These are the natural (NBO) partial charges, in e, on atoms 1 to 2: -0.880 -0.227

Arrangement Q

# C3H12N2O

A 3-piece molecular cluster, C3H12N2O overall (ωB97M-V with the def2-TZVPD basis set, OMol25).

Geometry as ORCA input:
```
! RIJCOSX wB97M-V def2-TZVPD def2/J DEFGRID3
* xyz 0 1
C 0.567 0.653 -1.326
C 1.740 0.130 -0.627
N 0.130 -2.215 0.173
O -0.915 -1.510 -0.331
H -0.122 -2.732 1.017
H 0.518 -2.858 -0.518
H -0.050 -0.034 -1.885
H 0.536 1.694 -1.624
H 2.333 0.904 -0.138
H 1.427 -0.665 0.095
H 2.388 -0.426 -1.319
C -1.266 1.491 0.658
N -1.483 0.406 1.535
H -0.756 0.325 2.236
H -1.529 -0.469 0.986
H -2.144 1.706 0.044
H -0.918 2.396 1.158
H -0.454 1.206 -0.135
*
```

Calculated values
E_HOMO (alpha / beta) ... -8.468 / -6.679 eV
LUMO energy (alpha / beta) ... 0.679 / -0.810 eV
HOMO-LUMO gap (alpha / beta) ... 9.147 / 5.869 eV

These are the natural (NBO) partial charges, in e, on atoms 1 to 2: -0.327 -0.697

Arrangement R

# C3H12N2O

A 2-piece molecular cluster, C3H12N2O overall (ωB97M-V with the def2-TZVPD basis set, OMol25).

Geometry as ORCA input:
```
! RIJCOSX wB97M-V def2-TZVPD def2/J DEFGRID3
* xyz 0 1
C -2.053 -1.096 1.498
C -2.507 -1.040 2.962
O -3.060 0.242 3.217
H -1.067 -1.577 1.453
H -1.824 -0.127 1.052
H -2.639 -1.686 0.792
H -3.253 -1.811 3.188
H -1.623 -1.359 3.522
H -3.247 0.243 4.158
N 3.178 1.838 -2.339
C 2.095 0.872 -2.124
N 1.937 -0.386 -2.831
H 2.884 2.529 -3.012
H 3.506 2.274 -1.485
H 1.133 1.398 -2.076
H 2.199 0.559 -1.082
H 2.850 -0.667 -3.166
H 1.488 -0.207 -3.726
*
```

Calculated values
E_HOMO ... -9.430 eV
LUMO energy ... 0.985 eV
HOMO-LUMO gap ... 10.415 eV
SMILES ... CCO.NCN

These are the natural (NBO) partial charges, in e, on atoms 1 to 2: -0.640 -0.073

Which structure is the most stable? The one labeled arrangement R.